ORCA calculation (the ωB97M-V functional and the def2-TZVPD basis) on a molecular structure, C11H4ClIN4OPbSe3Te at a distorted geometry.

Output
HOMO-LUMO gap ... 4.955 eV
Total charge ... -2
Spin multiplicity ... 1
Energy above the lowest of the compared OMol25 structures with the same formula, charge and spin ... 196.28 kJ/mol
Molar mass ... 942.217 g mol⁻¹
Energy ... -9139.03330 hartree
E_HOMO ... -1.0 eV

Structure (XYZ):
```
27
C11H4ClIN4OPbSe3Te, DFT the ωB97M-V functional and the def2-TZVPD basis
Pb -2.15 -0.79 -0.30
Se -4.38 -2.09 -0.82
Se -6.40 -2.06 0.29
Te -6.36 -0.39 2.24
Se -4.10 0.55 2.45
Cl 4.52 2.67 1.33
C 3.25 1.69 0.64
C 3.53 0.94 -0.47
C 2.54 0.15 -1.02
I 2.95 -1.01 -2.74
C 1.23 0.06 -0.53
O 0.36 -0.67 -1.06
C 0.96 0.88 0.64
N -0.28 0.83 1.14
C -0.59 1.55 2.19
C 0.33 2.38 2.84
C 1.61 2.45 2.36
C 1.97 1.69 1.22
H 4.52 0.96 -0.90
H -1.62 1.46 2.53
H 0.04 2.95 3.71
H 2.36 3.08 2.83
N 0.43 -4.76 -5.18
C -0.29 -4.13 -4.53
N -1.21 -3.49 -3.92
C -1.41 -2.78 -2.92
N -1.82 -2.13 -2.04
```

Mulliken atomic charge list, values in e, 6 entries: number 1, Pb, carries 1.03; number 2, Se, carries -0.29; number 3, Se, carries -0.33; number 4, Te, carries -0.09; number 5, Se, carries -0.66; number 6, Cl, carries -0.32